1.
{"formula": "C25H70O15", "method": "ωB97M-V/def2-TZVPD", "multiplicity": 2, "e_above_lowest_kj_mol": 0.0, "homo_ha": [-0.43957, -0.43925], "charge": 1, "s2": 0.75, "homo_lumo_gap_ev": [9.98, 2.75], "elements": ["C", "C", "C", "O", "H", "H", "H", "H", "H", "H", "H", "H", "C", "C", "C", "O", "H", "H", "H", "H", "H", "H", "H", "H", "C", "C", "C", "O", "H", "H", "H", "H", "H", "H", "H", "H", "C", "C", "C", "O", "H", "H", "H", "H", "H", "H", "H", "H", "C", "C", "C", "O", "H", "H", "H", "H", "H", "H", "H", "H", "C", "C", "O", "O", "H", "H", "H", "H", "H", "H", "C", "C", "O", "O", "H", "H", "H", "H", "H", "H", "C", "C", "O", "O", "H", "H", "H", "H", "H", "H", "C", "C", "O", "O", "H", "H", "H", "H", "H", "H", "C", "C", "O", "O", "H", "H", "H", "H", "H", "H"], "positions_angstrom": [[2.50503, -0.95762, 3.64875], [3.77104, -0.14395, 3.43152], [4.26671, -0.26118, 1.90170], [3.56966, 1.21046, 3.88658], [1.73902, -0.68983, 2.92099], [2.14638, -1.02918, 4.67556], [2.79158, -1.96283, 3.33963], [4.38806, -0.67820, 4.15398], [4.85836, -1.16436, 1.75222], [4.99769, 0.52183, 1.70008], [3.45129, 0.02398, 1.23697], [3.60240, 1.23160, 4.84579], [-3.78154, 0.39377, -1.37975], [-4.88533, 1.21027, -2.20271], [-4.58645, 1.14287, -3.77120], [-6.16572, 0.73576, -1.79728], [-3.49930, -0.49183, -1.94910], [-4.18422, -0.01259, -0.45195], [-2.90886, 1.01803, -1.18786], [-4.92980, 2.25292, -1.88809], [-5.32858, 1.71844, -4.32444], [-4.52821, 0.10185, -4.08898], [-3.63269, 1.56267, -4.09091], [-6.79051, 1.45090, -1.93806], [1.02006, -6.05883, 1.53550], [0.00937, -4.93005, 1.21637], [-0.78332, -5.17661, -0.04556], [-0.92552, -4.80557, 2.34153], [1.73166, -6.19614, 0.72132], [0.42574, -6.95962, 1.68868], [1.57549, -5.90860, 2.46126], [0.52156, -3.97007, 1.15162], [-1.69578, -4.60587, 0.12698], [-1.11817, -6.20506, -0.18065], [-0.36582, -4.69926, -0.93209], [-0.46567, -4.38312, 3.07069], [2.18958, -2.04336, -4.81799], [1.77203, -3.46567, -5.09994], [0.94143, -3.90654, -3.82635], [0.85993, -3.43155, -6.19782], [2.94072, -2.10570, -4.03058], [1.42055, -1.37460, -4.43139], [2.55600, -1.43121, -5.64207], [2.60884, -4.11639, -5.35375], [1.45531, -4.63264, -3.19642], [0.05672, -4.49071, -4.07957], [0.50138, -3.11313, -3.22223], [0.03849, -3.09025, -5.83677], [-1.93708, 4.75423, -0.69824], [-2.29438, 6.19540, -0.21124], [-3.02171, 6.90119, -1.34373], [-3.23963, 6.16607, 0.89158], [-1.46409, 4.06627, 0.00256], [-1.36905, 4.88747, -1.61893], [-2.84310, 4.19729, -0.93709], [-1.38837, 6.69290, 0.13476], [-3.86759, 6.52782, -1.92094], [-2.26453, 6.89181, -2.12775], [-3.37421, 7.88024, -1.01918], [-3.19919, 6.86544, 1.54797], [-3.35010, -0.45259, 3.91972], [-2.76162, -1.18379, 2.58002], [-1.40010, -0.72860, 2.57348], [-3.84729, 0.77724, 3.55462], [-2.72948, -0.45628, 4.81578], [-4.18901, -1.09878, 4.17813], [-3.17248, -0.80008, 1.64618], [-2.72843, -2.27223, 2.53218], [-1.37364, 0.19753, 2.32211], [-4.61837, 1.00956, 4.07718], [-0.86134, 2.55132, 2.44943], [0.60186, 2.22047, 2.66548], [1.21428, 3.19085, 3.31484], [-1.51699, 1.71132, 1.49990], [-0.98250, 3.56477, 2.06688], [-1.40075, 2.45569, 3.39177], [1.03236, 2.12265, 1.66889], [0.62982, 1.32924, 3.29242], [2.04166, 2.83882, 3.65117], [-2.47057, 1.79077, 1.57731], [-0.03372, -0.73455, -0.60367], [0.48840, 0.70182, -1.09040], [-0.36733, 1.76713, -0.95804], [0.61530, -0.84594, 0.65410], [0.29784, -1.49352, -1.31229], [-1.11815, -0.65553, -0.52708], [0.59200, 0.51217, -2.15876], [1.50826, 0.96668, -0.81143], [-0.78300, 1.76421, -0.09270], [0.02868, -1.18392, 1.33472], [3.05298, -3.43986, -0.08714], [3.95603, -4.31136, -0.94534], [3.65002, -5.80498, -1.05418], [2.91079, -2.08736, -0.38159], [3.42542, -3.54474, 0.93187], [2.07245, -3.90600, 0.00968], [4.98943, -4.25671, -0.60301], [3.89407, -3.81795, -1.91530], [4.29138, -6.18566, -1.65862], [2.40072, -1.67014, 0.31652], [1.59462, 4.47635, -0.43025], [2.96517, 4.02552, 0.00952], [3.86816, 4.47945, -0.92174], [1.15356, 3.97380, -1.72145], [1.51689, 5.56316, -0.40025], [0.81441, 4.17650, 0.26938], [2.93144, 2.93660, 0.04449], [3.15061, 4.34579, 1.03477], [3.69950, 4.00878, -1.74127], [0.44314, 3.36302, -1.51204]]}

---

2.
{"formula": "C25H71F3N6O12S", "method": "ωB97M-V/def2-TZVPD", "multiplicity": 1, "e_above_lowest_kj_mol": 567.3, "homo_ha": -0.30964, "charge": 0, "homo_lumo_gap_ev": 6.44, "elements": ["N", "H", "H", "H", "H", "C", "F", "F", "F", "S", "O", "O", "O", "C", "C", "O", "O", "H", "H", "H", "H", "H", "H", "C", "C", "O", "O", "H", "H", "H", "H", "H", "H", "C", "C", "C", "O", "C", "N", "H", "H", "H", "H", "H", "H", "H", "H", "H", "H", "H", "C", "C", "C", "O", "C", "N", "H", "H", "H", "H", "H", "H", "H", "H", "H", "H", "H", "C", "C", "C", "O", "C", "N", "H", "H", "H", "H", "H", "H", "H", "H", "H", "H", "H", "C", "C", "C", "O", "C", "N", "H", "H", "H", "H", "H", "H", "H", "H", "H", "H", "H", "C", "C", "C", "O", "C", "N", "H", "H", "H", "H", "H", "H", "H", "H", "H", "H", "H"], "positions_angstrom": [[3.45787, -3.12883, -4.01861], [2.80933, -3.80605, -4.39393], [4.40746, -3.39645, -4.23482], [3.32201, -3.11970, -3.01783], [3.26089, -2.23940, -4.45475], [-1.50609, -0.07960, -0.26461], [-2.05800, -1.35644, -0.31213], [-1.68076, 0.54691, -1.41383], [-2.23661, 0.61359, 0.61870], [0.31230, -0.26386, 0.24915], [0.61762, 1.08247, 0.73266], [0.33560, -1.21766, 1.32400], [1.14318, -0.61175, -0.93306], [-4.72897, 1.32966, 5.94489], [-3.50451, 0.33117, 6.07807], [-2.84291, 0.36994, 7.35305], [-5.52875, 1.18853, 7.05574], [-5.28753, 1.13274, 5.02982], [-4.37323, 2.34907, 5.79537], [-2.78644, 0.31633, 5.25816], [-4.00811, -0.63542, 6.09181], [-2.45784, -0.48094, 7.57513], [-5.04129, 1.47475, 7.83167], [3.33128, 1.10786, 5.18619], [2.28006, 0.10894, 5.65901], [2.45583, -1.13758, 5.00446], [2.88857, 2.25532, 4.45315], [4.28053, 0.65681, 4.89713], [3.70300, 1.50941, 6.12889], [1.28134, 0.52245, 5.51873], [2.42384, -0.17735, 6.70087], [2.09805, -1.11030, 4.11404], [2.47596, 1.96364, 3.63689], [4.36082, 3.06510, -1.75099], [3.29863, 4.12369, -2.10990], [2.23054, 3.71223, -3.15626], [1.49635, 4.87518, -3.62557], [0.31435, 4.63046, -4.29017], [2.73172, 4.54985, -0.87132], [5.04050, 3.48706, -1.01067], [4.92604, 2.96393, -2.67748], [3.98308, 2.12663, -1.34517], [3.87318, 4.96781, -2.49128], [1.54737, 2.97321, -2.73767], [2.68126, 3.17329, -3.98963], [0.58539, 4.28740, -5.28865], [-0.26972, 5.53881, -4.43794], [-0.33644, 3.98671, -3.69843], [1.94056, 5.10867, -1.15749], [2.36906, 3.75317, -0.36746], [-2.25801, -5.42603, 7.31860], [-1.23905, -4.93133, 6.33585], [-1.72245, -4.66805, 4.86416], [-2.05105, -5.91629, 4.28857], [-2.08698, -5.84729, 2.89649], [-0.66566, -3.73948, 6.97028], [-2.97829, -4.67247, 7.63709], [-1.84082, -5.89368, 8.21043], [-2.79887, -6.29672, 6.94782], [-0.50727, -5.72725, 6.19759], [-0.93485, -4.10778, 4.36029], [-2.60151, -4.04205, 4.71088], [-2.66555, -4.98667, 2.56082], [-2.43168, -6.81415, 2.52979], [-1.08737, -5.65564, 2.50641], [-0.22861, -3.98921, 7.84591], [0.06360, -3.29066, 6.43471], [0.64775, 0.17514, -6.88947], [1.62794, -0.63181, -7.73885], [1.45077, -0.29732, -9.23987], [0.11811, -0.59696, -9.71260], [-0.13497, -0.01764, -10.92846], [2.94512, -0.25776, -7.28227], [0.79935, 1.25095, -6.97760], [0.52149, -0.12572, -5.84945], [-0.35417, 0.14101, -7.31737], [1.42751, -1.69686, -7.62224], [2.24100, -0.75411, -9.83567], [1.58573, 0.77244, -9.39954], [-0.29055, 1.06056, -10.89147], [-1.10470, -0.40839, -11.23673], [0.48773, -0.26933, -11.78696], [3.16668, 0.69224, -7.54398], [3.57233, -0.77223, -7.88398], [4.99208, -5.73532, 0.11745], [3.58382, -5.72603, 0.71222], [3.53807, -5.35419, 2.18799], [4.28250, -6.15173, 3.03961], [4.34212, -5.72563, 4.37950], [2.64295, -4.95840, -0.10442], [5.59930, -6.60162, 0.37996], [5.53680, -4.82682, 0.37440], [4.86025, -5.68836, -0.96352], [3.25485, -6.74944, 0.53192], [2.52275, -5.30148, 2.58099], [3.90845, -4.32905, 2.18985], [4.83851, -4.75550, 4.35571], [4.93857, -6.43591, 4.95209], [3.42513, -5.54402, 4.94008], [2.13077, -5.73222, -0.50316], [2.04624, -4.40963, 0.49799], [-6.72229, 8.51166, -1.14445], [-5.63946, 7.59159, -0.52214], [-5.09114, 6.48445, -1.46193], [-6.16138, 5.58515, -1.77454], [-5.81256, 4.51346, -2.69736], [-4.59275, 8.53593, -0.15861], [-7.07902, 9.27899, -0.45738], [-7.58592, 7.90592, -1.41889], [-6.42766, 9.02769, -2.05823], [-6.00756, 7.07141, 0.36218], [-4.27716, 5.98643, -0.93512], [-4.62767, 6.93797, -2.33807], [-5.08399, 3.77201, -2.36942], [-5.45709, 4.91579, -3.64598], [-6.75040, 4.00947, -2.93093], [-5.14065, 9.28184, 0.24577], [-4.27555, 8.93467, -1.03067]]}

---

3.
{"formula": "C25H73B3FNO20", "method": "ωB97M-V/def2-TZVPD", "multiplicity": 1, "homo_ha": -0.35833, "charge": 0, "homo_lumo_gap_ev": 9.05, "elements": ["C", "C", "C", "O", "O", "C", "C", "B", "O", "B", "F", "O", "B", "C", "C", "C", "C", "C", "N", "O", "H", "H", "H", "H", "H", "H", "H", "H", "H", "H", "H", "H", "H", "C", "O", "H", "H", "H", "H", "C", "O", "H", "H", "H", "H", "C", "O", "H", "H", "H", "H", "C", "O", "H", "H", "H", "H", "C", "O", "H", "H", "H", "H", "C", "O", "H", "H", "H", "H", "C", "O", "H", "H", "H", "H", "C", "O", "H", "H", "H", "H", "C", "O", "H", "H", "H", "H", "C", "O", "H", "H", "H", "H", "C", "O", "H", "H", "H", "H", "C", "O", "H", "H", "H", "H", "C", "O", "H", "H", "H", "H", "C", "O", "H", "H", "H", "H", "C", "O", "H", "H", "H", "H"], "positions_angstrom": [[4.53812, -4.74350, -0.29779], [5.45460, -3.41965, -0.13594], [4.69491, -2.10000, -0.68224], [4.80570, -1.78759, -1.88720], [3.97832, -1.36288, 0.28968], [3.01651, -0.45105, -0.31754], [1.74823, -1.23766, -0.90575], [0.31950, -0.49550, -0.64975], [0.10754, 0.50940, 0.39892], [-1.18730, 0.34296, 1.00482], [-1.46487, 0.37096, 2.39594], [-2.31663, 0.07740, 0.11974], [-1.87682, -1.12560, -0.58987], [-2.54371, -2.60080, -0.30499], [-1.54550, -3.76270, -0.39125], [-2.15158, -5.21326, -0.06441], [-3.67235, -5.11644, 0.28121], [-4.52773, -3.82875, 0.27274], [-3.93108, -2.57000, -0.02587], [-0.77879, -0.92680, -1.52139], [3.64000, -4.61200, 0.41340], [4.13447, -4.87863, -1.35467], [5.11078, -5.68568, 0.03327], [5.64995, -3.30416, 0.98826], [6.47017, -3.55469, -0.64080], [3.46445, 0.21257, -1.13889], [2.70367, 0.27744, 0.52219], [1.87817, -1.44856, -2.03134], [1.70585, -2.25763, -0.38816], [-0.44983, -3.61053, -0.65835], [-1.54338, -6.17054, -0.05207], [-4.20618, -6.09675, 0.55369], [-5.64233, -3.88156, 0.54495], [-4.62571, -2.62383, 3.71338], [-5.70462, -3.50555, 3.43206], [-3.75828, -2.92910, 3.12751], [-4.90574, -1.60325, 3.44051], [-4.37990, -2.67293, 4.77710], [-6.45650, -3.21262, 3.96230], [1.35698, 3.77914, 0.50408], [1.52405, 2.64384, -0.33201], [2.32549, 4.05598, 0.92247], [0.96580, 4.61299, -0.08522], [0.66683, 3.53840, 1.31704], [0.65562, 2.42035, -0.68841], [4.29875, 2.88867, 3.02954], [3.96792, 4.21054, 2.61890], [4.15610, 2.21167, 2.18587], [5.34303, 2.85371, 3.34910], [3.64787, 2.58700, 3.84919], [4.10247, 4.78762, 3.38167], [8.22042, 3.63661, 1.43464], [8.17771, 3.83182, 2.84200], [9.14464, 3.11726, 1.17860], [7.36575, 3.02989, 1.12223], [8.19647, 4.60439, 0.92960], [7.35248, 4.29160, 3.04016], [-7.04808, -0.31909, 0.36470], [-5.67680, -0.17173, 0.69421], [-7.53110, 0.65783, 0.40594], [-7.13961, -0.72584, -0.64594], [-7.52512, -0.99030, 1.08404], [-5.27148, -1.05912, 0.64950], [4.46676, 1.27037, 6.36939], [4.13633, 2.59140, 5.96376], [4.32271, 0.59668, 5.52417], [5.51152, 1.23265, 6.68729], [3.81550, 0.96314, 7.19127], [4.27188, 3.16644, 6.72760], [-0.30943, -4.79435, -3.95728], [-0.09616, -5.52895, -2.76222], [0.56910, -4.89392, -4.59585], [-1.18254, -5.19106, -4.47844], [-0.46441, -3.73943, -3.71696], [-0.88147, -5.41732, -2.21712], [-6.88308, -0.75845, -4.13923], [-7.31484, 0.17695, -3.16209], [-7.71146, -1.42640, -4.37670], [-6.57413, -0.23023, -5.04480], [-6.04791, -1.34409, -3.74596], [-6.56509, 0.75450, -2.97007], [7.31309, 6.13474, -1.44803], [7.26887, 6.33185, -0.04217], [8.23762, 5.61624, -1.70379], [6.45923, 5.52759, -1.75937], [7.28866, 7.10262, -1.95467], [6.44180, 6.79187, 0.15479], [-4.26683, -5.55853, -4.08227], [-3.39849, -4.63986, -3.43497], [-3.82520, -5.84738, -5.03652], [-4.39430, -6.44762, -3.45919], [-5.23638, -5.08640, -4.26108], [-3.81186, -4.40062, -2.59419], [4.88338, 3.01788, -2.32770], [3.82099, 2.12496, -2.61871], [5.76323, 2.72251, -2.89996], [4.59395, 4.03456, -2.60735], [5.11510, 2.97638, -1.25972], [3.06498, 2.41681, -2.09487], [-8.40288, -3.68735, 1.13314], [-8.23554, -4.80996, 0.28688], [-7.43325, -3.41792, 1.55250], [-8.79085, -2.84992, 0.54856], [-9.09375, -3.93118, 1.94418], [-9.10477, -5.02871, -0.07188], [2.55600, 7.66663, 1.28761], [3.86720, 7.34412, 0.84566], [2.32673, 8.69262, 0.99771], [1.83584, 6.98944, 0.82144], [2.50422, 7.57808, 2.37560], [4.04240, 6.43143, 1.11592], [1.65791, 11.24907, -1.20638], [2.96825, 10.92929, -1.64931], [1.42872, 12.27461, -1.49634], [0.93742, 10.57175, -1.67236], [1.60586, 11.16081, -0.11791], [3.14668, 10.01879, -1.38116], [-7.41784, -8.12374, -0.72497], [-6.19758, -7.39636, -0.80978], [-7.19733, -9.18392, -0.59865], [-7.99412, -7.77070, 0.13402], [-7.99120, -7.98225, -1.64487], [-6.42749, -6.46391, -0.92194]]}